Record 1
{"formula": "C20H27BeN2OS2", "method": "wB97M-V/def2-TZVPD", "e_above_lowest_kcal_mol": 7.33, "energy_ev": -48283.381, "charge": -1, "fmax_ha_per_bohr": 0.0093, "e_homo_ev": -4.070, "elements": ["Be", "C", "N", "C", "C", "N", "C", "C", "C", "C", "C", "C", "C", "S", "C", "C", "C", "C", "C", "C", "S", "H", "H", "H", "H", "H", "H", "H", "H", "H", "H", "H", "H", "H", "H", "H", "H", "H", "H", "C", "C", "C", "C", "O", "H", "H", "H", "H", "H", "H", "H", "H", "H"], "xyz": [[0.5972, 0.1898, -0.3377], [1.2513, -1.4178, 3.2421], [0.6295, -0.2567, 2.6586], [-0.8023, -0.1875, 2.7164], [-1.4618, -1.1583, 1.7445], [-0.9512, -1.1315, 0.3433], [-0.4420, -2.4568, -0.0335], [-1.9828, -0.6206, -0.5399], [-2.9149, -1.4606, -1.1248], [-3.9330, -0.9477, -1.9218], [-4.0112, 0.4224, -2.1114], [-3.0737, 1.2625, -1.5296], [-2.0336, 0.7699, -0.7424], [-0.7779, 1.8028, -0.0808], [1.3435, 0.9540, 2.8842], [1.1335, 1.7014, 4.0381], [1.8412, 2.8711, 4.2724], [2.7812, 3.2818, 3.3345], [2.9870, 2.5401, 2.1829], [2.2701, 1.3689, 1.9251], [2.5042, 0.4672, 0.4355], [1.2295, -1.4036, 4.3473], [2.2893, -1.4756, 2.9108], [0.7479, -2.3283, 2.9105], [-1.0940, 0.8279, 2.4579], [-1.2077, -0.4136, 3.7242], [-2.5327, -0.9384, 1.7366], [-1.3737, -2.1843, 2.1140], [-1.1676, -3.2576, 0.1625], [0.4548, -2.6545, 0.5551], [-0.1625, -2.4412, -1.0832], [-2.8445, -2.5282, -0.9605], [-4.6517, -1.6126, -2.3852], [-4.7955, 0.8458, -2.7283], [-3.1165, 2.3295, -1.7115], [0.4005, 1.3489, 4.7568], [1.6615, 3.4525, 5.1685], [3.3466, 4.1935, 3.4888], [3.6966, 2.8804, 1.4386], [-0.2497, 0.4730, -3.7193], [0.9312, -0.2415, -3.0482], [1.1499, -1.6030, -3.7131], [2.1975, 0.6080, -3.1899], [0.6383, -0.4476, -1.7150], [-0.0664, 0.6785, -4.7787], [-0.4393, 1.4151, -3.2010], [-1.1483, -0.1418, -3.6296], [1.3858, -1.4965, -4.7758], [0.2472, -2.2131, -3.6241], [1.9737, -2.1288, -3.2256], [2.4681, 0.7641, -4.2390], [3.0312, 0.1188, -2.6821], [2.0456, 1.5799, -2.7175]], "forces_ev_per_angstrom": [[-0.2, 0.1, -0.3], [0.0, 0.0, 0.0], [0.1, 0.1, -0.1], [-0.1, 0.0, 0.1], [-0.1, 0.0, -0.1], [0.1, 0.0, 0.0], [0.0, 0.0, 0.0], [0.0, -0.1, 0.0], [0.0, 0.0, 0.0], [0.0, 0.0, 0.0], [0.0, 0.0, 0.0], [0.0, 0.1, 0.0], [0.1, 0.0, 0.1], [-0.1, 0.0, -0.1], [-0.1, -0.1, 0.2], [0.0, 0.0, 0.0], [0.0, 0.0, 0.0], [0.0, 0.0, 0.0], [0.1, 0.0, -0.1], [0.1, 0.0, -0.2], [0.2, 0.0, 0.0], [0.0, 0.0, 0.0], [0.0, 0.0, 0.0], [0.0, 0.0, 0.0], [0.0, 0.0, 0.0], [0.0, 0.0, 0.0], [0.0, 0.0, 0.0], [0.1, 0.0, 0.0], [0.0, 0.0, 0.0], [0.0, 0.0, 0.0], [0.0, 0.0, 0.0], [0.0, 0.0, 0.0], [0.0, 0.0, 0.0], [0.0, 0.0, 0.0], [0.0, 0.0, 0.0], [0.0, 0.0, 0.0], [0.0, 0.0, 0.0], [0.0, 0.0, 0.0], [0.0, 0.0, 0.0], [0.0, 0.0, 0.0], [0.0, 0.3, 0.0], [0.0, 0.0, -0.1], [0.1, 0.0, -0.1], [0.0, -0.4, 0.2], [0.0, 0.0, 0.0], [0.0, 0.0, 0.0], [0.0, 0.0, 0.0], [0.0, 0.0, 0.0], [0.0, 0.0, 0.0], [0.0, 0.0, 0.0], [0.0, 0.0, 0.0], [0.0, 0.0, 0.0], [0.0, 0.0, 0.0]], "nbo_charge": [1.54, -0.40, -0.50, -0.23, -0.22, -0.56, -0.42, 0.23, -0.27, -0.25, -0.22, -0.23, -0.18, -0.49, 0.21, -0.26, -0.25, -0.22, -0.22, -0.17, -0.51, 0.15, 0.22, 0.19, 0.24, 0.15, 0.20, 0.18, 0.15, 0.21, 0.25, 0.20, 0.20, 0.20, 0.21, 0.20, 0.20, 0.20, 0.21, -0.63, 0.27, -0.62, -0.63, -1.11, 0.18, 0.22, 0.21, 0.19, 0.20, 0.20, 0.18, 0.21, 0.22]}

***

Record 2
{"formula": "H5NO", "method": "wB97M-V/def2-TZVPD", "e_above_lowest_kcal_mol": 5.68, "energy_ev": -3618.674, "charge": 0, "fmax_ha_per_bohr": 0.0239, "e_homo_ev": -10.314, "smiles": "N.O", "elements": ["N", "H", "H", "H", "O", "H", "H"], "xyz": [[0.0000, 0.0000, 0.0000], [-0.9429, -0.3997, 0.0436], [-0.0177, 0.7273, -0.7221], [0.1651, 0.4723, 0.8946], [5.1163, -1.2465, 1.3625], [5.7507, -1.4894, 0.6506], [4.2481, -1.1703, 0.9057]], "forces_ev_per_angstrom": [[-0.3, 0.3, 0.1], [0.5, 0.2, 0.0], [0.0, -0.3, 0.4], [-0.1, -0.2, -0.4], [-0.2, -0.2, -1.2], [-0.7, 0.3, 0.7], [0.9, -0.1, 0.4]], "nbo_charge": [-1.07, 0.36, 0.36, 0.36, -0.94, 0.47, 0.47]}

***

Record 3
{"formula": "C5H4O2", "method": "wB97M-V/def2-TZVPD", "e_above_lowest_kcal_mol": 55.62, "energy_ev": -9341.770, "charge": 0, "fmax_ha_per_bohr": 0.0153, "e_homo_ev": -9.376, "smiles": "C=C/C=C1/OC1=O", "elements": ["C", "C", "C", "C", "O", "C", "O", "H", "H", "H", "H"], "xyz": [[-1.5294, -0.7847, -0.2381], [-0.3105, -1.3259, -0.2595], [0.9107, -0.6420, 0.1971], [0.9642, 0.6755, 0.2490], [1.8701, 1.7152, 0.6210], [0.6147, 2.0291, 0.1400], [-0.0326, 2.9949, -0.0849], [-1.7095, 0.2100, 0.1654], [-2.3905, -1.3177, -0.6276], [-0.1734, -2.3343, -0.6430], [1.7862, -1.2201, 0.4806]], "forces_ev_per_angstrom": [[0.1, -0.1, 0.0], [-0.2, 0.0, 0.0], [0.0, 0.2, 0.0], [-0.1, -0.3, -0.1], [0.1, 0.1, 0.0], [-0.4, 0.5, -0.1], [0.5, -0.6, 0.2], [0.0, -0.2, -0.1], [0.1, 0.0, 0.1], [0.0, 0.1, 0.0], [-0.1, 0.1, 0.0]], "nbo_charge": [-0.36, -0.22, -0.28, 0.18, -0.44, 0.76, -0.50, 0.20, 0.21, 0.21, 0.24]}